Entry 1:
This record from the Open Molecules 2025 dataset describes a structure of composition C40H50As2BrN2O2S2Ti. The level of theory is ωB97M-V with the def2-TZVPD basis set.

Last column: Löwdin spin population.
Geometry (Å):
Ti: 1.33 -0.19 0.30  1.17
C: 1.69 3.98 1.53  0.04
C: 1.43 2.50 1.59  0.26
N: 1.83 1.70 0.57  0.08
N: 2.73 2.30 -0.32  0.02
C: 3.72 1.52 -0.57  0.02
S: 3.92 -0.12 0.01  0.00
S: 5.03 2.09 -1.62  0.00
C: 4.58 3.81 -1.90  0.00
C: 4.72 4.76 -0.73  0.00
C: 3.93 5.91 -0.71  0.00
C: 4.06 6.84 0.31  0.00
C: 4.97 6.62 1.34  0.00
C: 5.75 5.47 1.33  0.00
C: 5.62 4.54 0.30  0.00
C: 0.76 1.95 2.73  0.02
C: 0.25 2.82 3.73  0.07
C: -0.35 2.37 4.88  0.00
C: -0.46 1.01 5.12  0.08
C: 0.03 0.12 4.18  0.00
C: 0.62 0.55 3.00  0.06
O: 1.06 -0.38 2.15  0.05
H: 2.22 4.24 0.62  0.00
H: 0.76 4.54 1.56  0.01
H: 2.29 4.31 2.39  0.01
H: 5.26 4.12 -2.69  0.00
H: 3.56 3.87 -2.29  0.00
H: 3.20 6.07 -1.49  0.00
H: 3.43 7.72 0.32  0.00
H: 5.06 7.33 2.15  0.00
H: 6.44 5.27 2.13  0.00
H: 6.21 3.63 0.31  0.00
H: 0.34 3.89 3.57  0.01
H: -0.72 3.09 5.60  0.00
H: -0.93 0.64 6.03  0.01
H: -0.04 -0.95 4.32  0.00
C: -0.15 -0.06 -3.41  0.00
As: 1.43 -0.58 -2.40  0.02
C: 2.81 -0.03 -3.67  0.00
C: 1.44 -2.52 -2.81  0.01
C: 1.21 -2.92 -4.13  0.00
C: 1.20 -4.26 -4.48  0.00
C: 1.45 -5.23 -3.51  0.00
C: 1.70 -4.84 -2.21  0.00
C: 1.70 -3.49 -1.84  0.00
As: 2.08 -3.01 0.03  0.02
C: 1.55 -4.65 0.96  0.01
C: 4.00 -3.41 -0.03  0.00
H: -0.12 -0.43 -4.43  0.00
H: -0.19 1.03 -3.42  0.00
H: -1.03 -0.43 -2.89  0.00
H: 2.61 -0.47 -4.65  0.00
H: 3.79 -0.35 -3.30  0.00
H: 2.81 1.05 -3.74  0.00
H: 1.02 -2.19 -4.90  0.00
H: 1.00 -4.55 -5.50  0.00
H: 1.44 -6.28 -3.77  0.00
H: 1.90 -5.60 -1.46  0.00
H: 2.25 -5.46 0.75  0.00
H: 0.54 -4.95 0.67  0.00
H: 1.55 -4.44 2.03  0.00
H: 4.13 -4.42 -0.41  0.00
H: 4.41 -3.33 0.97  0.00
H: 4.50 -2.69 -0.68  0.00
C: -6.57 0.97 -1.19  0.00
C: -6.10 0.40 0.16  0.00
C: -6.98 -0.80 0.49  0.00
C: -6.30 1.46 1.25  0.00
C: -4.63 0.03 0.08  0.00
C: -3.69 1.00 -0.24  0.00
C: -2.34 0.68 -0.31  0.00
Br: -1.14 2.10 -0.66  0.01
C: -1.83 -0.61 -0.08  0.00
O: -0.55 -0.89 -0.21  0.01
C: -2.80 -1.59 0.29  0.00
C: -4.14 -1.24 0.35  0.00
C: -2.36 -3.01 0.67  0.00
C: -3.53 -3.90 1.08  0.00
C: -1.41 -2.93 1.87  0.00
C: -1.70 -3.67 -0.54  0.00
H: -7.63 1.24 -1.14  0.00
H: -6.44 0.24 -1.99  0.00
H: -6.01 1.86 -1.46  0.00
H: -8.03 -0.49 0.53  0.00
H: -6.73 -1.23 1.46  0.00
H: -6.89 -1.59 -0.26  0.00
H: -7.36 1.74 1.32  0.00
H: -5.73 2.37 1.03  0.00
H: -5.97 1.09 2.21  0.00
H: -3.98 2.02 -0.43  0.00
H: -4.85 -2.01 0.62  0.00
H: -4.05 -3.52 1.96  0.00
H: -3.14 -4.89 1.34  0.00
H: -4.26 -4.04 0.28  0.00
H: -1.92 -2.44 2.71  0.00
H: -0.52 -2.35 1.66  0.00
H: -1.13 -3.93 2.19  0.00
H: -2.41 -3.74 -1.37  0.00
H: -1.37 -4.68 -0.30  0.00
H: -0.84 -3.09 -0.89  0.00

Values from the calculation:
Energy above the lowest of the compared OMol25 structures with the same formula, charge and spin, kJ/mol: 0.0
Total charge: -1
Total energy, hartree: -10505.78140
2S+1: 3
Kohn-Sham gap (alpha / beta), eV: 4.50 / 7.16
HOMO (alpha / beta), eV: -2.04 / -4.70

***

Entry 2:
This record from the Open Molecules 2025 dataset describes a structure of composition C40H50GaN4O3. The level of theory is ωB97M-V with the def2-TZVPD basis set.

Last column: natural (NBO) charge in e.
Geometry (Å):
Ga: -0.22 -0.26 0.16  1.94
O: 1.46 -3.67 -1.29  -0.60
C: 0.71 -2.78 -0.93  0.63
N: 1.02 -1.72 -0.19  -0.82
C: 2.26 -1.67 0.53  -0.27
C: 2.01 -1.03 1.86  0.26
C: 2.99 -1.03 2.85  -0.23
C: 2.70 -0.45 4.07  -0.14
C: 1.44 0.12 4.27  -0.20
C: 0.54 0.10 3.22  0.05
N: 0.83 -0.46 2.05  -0.57
C: -0.79 -2.88 -1.12  0.14
C: -1.34 -3.98 -1.77  -0.20
C: -2.71 -4.19 -1.67  -0.13
C: -3.46 -3.33 -0.89  -0.24
C: -2.84 -2.23 -0.31  0.07
N: -1.53 -2.00 -0.45  -0.53
H: 3.02 -1.09 -0.01  0.22
H: 2.65 -2.69 0.65  0.25
H: 3.94 -1.49 2.65  0.24
H: 3.43 -0.46 4.86  0.24
H: 1.17 0.55 5.22  0.23
H: -0.44 0.54 3.31  0.22
H: -0.69 -4.64 -2.32  0.26
H: -3.18 -5.02 -2.18  0.24
H: -4.51 -3.49 -0.72  0.24
H: -3.40 -1.53 0.28  0.23
C: -1.88 6.83 1.27  -0.59
C: -2.63 5.82 2.15  -0.08
C: -4.09 6.24 2.25  -0.61
C: -2.02 5.85 3.57  -0.59
C: -2.46 4.41 1.61  -0.01
C: -1.21 3.87 1.45  -0.19
C: -1.06 2.52 1.05  0.04
N: 0.07 1.90 0.72  -0.47
C: 1.33 2.27 0.83  0.19
C: 1.87 3.13 1.80  -0.28
C: 3.21 3.38 1.82  0.05
C: 4.01 2.79 0.80  -0.10
C: 3.57 1.93 -0.17  -0.06
C: 2.17 1.56 -0.15  0.43
O: 1.60 0.75 -0.92  -0.61
C: 4.61 1.42 -1.17  -0.08
C: 4.02 0.54 -2.27  -0.59
C: 5.68 0.62 -0.41  -0.59
C: 5.26 2.64 -1.86  -0.59
C: 3.79 4.24 2.93  -0.09
C: 3.62 3.49 4.26  -0.59
C: 3.05 5.58 2.98  -0.59
C: 5.28 4.54 2.73  -0.61
C: -2.21 1.70 0.78  0.48
O: -2.01 0.44 0.53  -0.83
C: -3.49 2.31 0.81  -0.10
C: -3.57 3.61 1.25  -0.08
C: -4.73 1.52 0.41  -0.08
C: -5.97 2.41 0.30  -0.61
C: -4.98 0.47 1.51  -0.60
C: -4.52 0.86 -0.96  -0.60
H: -2.05 7.84 1.65  0.22
H: -2.26 6.80 0.25  0.22
H: -0.81 6.65 1.26  0.20
H: -4.15 7.25 2.65  0.22
H: -4.65 5.59 2.92  0.21
H: -4.57 6.25 1.27  0.21
H: -2.14 6.84 4.00  0.22
H: -0.96 5.61 3.54  0.20
H: -2.52 5.13 4.21  0.21
H: -0.33 4.48 1.58  0.22
H: 1.22 3.51 2.57  0.22
H: 5.06 3.04 0.80  0.22
H: 3.62 -0.39 -1.88  0.21
H: 4.80 0.29 -2.98  0.21
H: 3.23 1.06 -2.80  0.22
H: 5.23 -0.20 0.15  0.20
H: 6.23 1.25 0.29  0.20
H: 6.39 0.19 -1.11  0.22
H: 4.51 3.21 -2.40  0.22
H: 6.01 2.29 -2.57  0.22
H: 5.75 3.30 -1.15  0.20
H: 2.57 3.28 4.46  0.20
H: 4.01 4.10 5.07  0.22
H: 4.16 2.55 4.24  0.21
H: 2.01 5.45 3.28  0.20
H: 3.07 6.06 2.00  0.22
H: 3.52 6.24 3.70  0.22
H: 5.88 3.63 2.75  0.21
H: 5.63 5.17 3.54  0.23
H: 5.45 5.07 1.80  0.21
H: -4.55 4.04 1.32  0.22
H: -6.26 2.82 1.26  0.21
H: -6.80 1.81 -0.07  0.22
H: -5.81 3.23 -0.40  0.21
H: -5.25 0.96 2.44  0.21
H: -4.09 -0.12 1.68  0.21
H: -5.80 -0.18 1.22  0.21
H: -4.40 1.62 -1.72  0.21
H: -5.38 0.25 -1.21  0.21
H: -3.64 0.23 -0.97  0.22

Values from the calculation:
Energy above the lowest of the compared OMol25 structures with the same formula, charge and spin, kJ/mol: 148.6
Total charge: +1
Total energy, hartree: -3923.65807
Kohn-Sham gap (alpha / beta), eV: 5.86 / 5.85
HOMO (alpha / beta), eV: -10.56 / -10.48

***

Entry 3:
This record from the Open Molecules 2025 dataset describes a structure of composition C40H50GeNO3PZn. The level of theory is ωB97M-V with the def2-TZVPD basis set.

Last column: Löwdin spin population.
Geometry (Å):
Zn: -0.60 0.17 -0.60  0.09
C: -1.32 -0.25 -5.15  0.00
C: -1.27 0.90 -4.15  0.00
C: 0.05 1.65 -4.32  0.00
C: -2.44 1.85 -4.38  0.00
O: -1.33 0.42 -2.81  0.00
Ge: -2.65 -0.81 -2.23  0.00
O: -1.22 -1.70 -1.25  0.00
C: -0.77 -3.03 -1.54  0.00
C: -0.25 -3.61 -0.23  0.00
C: -1.93 -3.89 -2.04  0.00
C: 0.31 -2.97 -2.61  0.00
O: -2.63 0.30 -0.67  0.03
C: -3.71 0.38 0.27  0.00
C: -5.00 0.68 -0.48  0.00
C: -3.81 -0.96 1.00  0.00
C: -3.41 1.53 1.22  0.00
H: -1.21 0.13 -6.17  0.00
H: -0.52 -0.96 -4.96  0.00
H: -2.27 -0.78 -5.10  0.00
H: 0.19 1.96 -5.35  0.00
H: 0.07 2.54 -3.70  0.00
H: 0.88 1.00 -4.05  0.00
H: -2.42 2.26 -5.39  0.00
H: -3.39 1.33 -4.25  0.00
H: -2.41 2.68 -3.68  0.00
H: -1.01 -3.51 0.54  0.00
H: -0.02 -4.67 -0.35  0.00
H: 0.65 -3.11 0.12  0.00
H: -2.73 -3.92 -1.30  0.00
H: -2.33 -3.52 -2.98  0.00
H: -1.57 -4.91 -2.20  0.00
H: 1.11 -2.28 -2.35  0.00
H: 0.75 -3.96 -2.76  0.00
H: -0.11 -2.64 -3.56  0.00
H: -5.29 -0.15 -1.13  0.00
H: -5.82 0.85 0.22  0.00
H: -4.89 1.58 -1.09  0.00
H: -4.06 -1.75 0.29  0.00
H: -2.86 -1.22 1.46  0.00
H: -4.59 -0.94 1.76  0.00
H: -3.44 2.48 0.68  0.00
H: -4.13 1.57 2.03  0.00
H: -2.41 1.44 1.65  0.00
C: -1.56 -1.36 6.21  0.00
C: -2.37 -0.88 5.19  0.00
C: -1.82 -0.56 3.96  0.00
C: -0.45 -0.71 3.74  0.01
C: 0.36 -1.18 4.77  0.00
C: -0.19 -1.51 6.00  0.00
P: 0.24 -0.18 2.14  0.07
C: 1.80 -1.06 1.97  0.00
C: 2.72 -0.42 0.96  0.00
C: 4.08 -1.08 0.65  0.00
C: 4.15 -2.50 1.10  0.01
C: 3.22 -3.05 1.88  0.00
C: 2.03 -2.32 2.34  0.02
C: 0.73 1.55 2.45  0.01
C: 1.40 1.96 3.58  -0.01
C: 1.73 3.31 3.77  0.00
C: 1.39 4.25 2.83  0.00
C: 0.69 3.88 1.66  0.03
C: 0.28 4.83 0.69  -0.02
C: -0.42 4.46 -0.42  0.04
C: -0.75 3.09 -0.63  0.07
C: -0.30 2.21 0.28  0.51
C: 0.38 2.51 1.47  0.07
H: -1.99 -1.62 7.17  0.00
H: -3.43 -0.76 5.35  0.00
H: -2.46 -0.19 3.18  0.00
H: 1.43 -1.29 4.63  0.00
H: 0.44 -1.87 6.79  0.00
H: 2.82 0.66 1.11  0.00
H: 4.96 -0.52 0.99  0.00
H: 5.03 -3.08 0.82  0.00
H: 3.32 -4.08 2.21  0.00
H: 1.33 -2.86 2.97  0.00
H: 1.65 1.23 4.34  0.00
H: 2.26 3.61 4.66  0.00
H: 1.64 5.29 2.98  0.00
H: 0.52 5.87 0.86  0.00
H: -0.76 5.20 -1.13  0.01
H: -1.32 2.78 -1.50  0.01
C: 5.82 0.41 -1.67  0.00
C: 4.34 0.35 -1.47  0.00
C: 3.77 -0.90 -0.87  0.00
C: 2.29 -0.73 -0.48  0.00
N: 1.46 0.28 -1.09  0.03
C: 2.07 1.26 -1.64  0.00
C: 3.51 1.35 -1.81  0.00
H: 6.20 -0.54 -2.02  0.00
H: 6.31 0.62 -0.72  0.00
H: 6.10 1.19 -2.37  0.00
H: 4.01 -1.76 -1.50  0.00
H: 1.77 -1.69 -0.51  0.00
H: 1.47 2.08 -2.01  0.00
H: 3.89 2.26 -2.27  0.00

Values from the calculation:
Energy above the lowest of the compared OMol25 structures with the same formula, charge and spin, kJ/mol: 72.0
Total charge: +1
Total energy, hartree: -6032.10519
2S+1: 2
Kohn-Sham gap (alpha / beta), eV: 7.93 / 5.90
HOMO (alpha / beta), eV: -10.68 / -10.63